{"formula": "C48H48GeN6OTi", "method": "ωB97M-V/def2-TZVPD", "e_tot_ha": -5188.12282, "e_above_lowest_kcal_mol": 5.6, "species": ["Ti", "C", "C", "C", "N", "C", "C", "C", "C", "C", "C", "C", "N", "C", "C", "C", "N", "C", "C", "C", "C", "C", "C", "C", "N", "C", "C", "H", "H", "H", "H", "H", "H", "H", "H", "H", "H", "H", "H", "H", "H", "H", "H", "H", "H", "H", "H", "H", "H", "H", "H", "H", "H", "O", "C", "C", "C", "C", "C", "C", "C", "N", "C", "C", "N", "H", "H", "H", "H", "H", "H", "H", "C", "Ge", "C", "C", "C", "C", "C", "C", "C", "C", "C", "C", "C", "C", "C", "C", "C", "C", "H", "H", "H", "H", "H", "H", "H", "H", "H", "H", "H", "H", "H", "H", "H"], "xyz": [[0.178, -0.693, 0.137], [-3.721, -0.621, -1.524], [-3.502, 0.361, -0.360], [-2.902, -0.234, 0.925], [-1.513, 0.131, 1.205], [-1.250, 1.045, 2.116], [-2.250, 1.875, 2.703], [-2.195, 2.805, 3.709], [-1.113, 3.281, 4.452], [0.195, 2.907, 4.277], [0.748, 1.970, 3.403], [0.180, 1.103, 2.476], [0.926, 0.225, 1.772], [2.113, -0.358, 2.388], [1.690, -1.597, 3.180], [1.252, -2.742, 2.272], [0.180, -2.436, 1.338], [-0.931, -3.140, 1.282], [-1.417, -3.918, 2.362], [-2.464, -4.807, 2.454], [-3.342, -5.259, 1.475], [-3.365, -4.832, 0.163], [-2.626, -3.849, -0.481], [-1.626, -2.979, -0.021], [-1.132, -1.976, -0.739], [-1.453, -1.817, -2.156], [-2.538, -0.783, -2.489], [-4.557, -0.239, -2.114], [-4.052, -1.587, -1.131], [-4.471, 0.800, -0.105], [-2.877, 1.190, -0.701], [-2.948, -1.317, 0.867], [-3.528, 0.015, 1.781], [-3.237, 1.754, 2.282], [-3.153, 3.258, 3.947], [-1.322, 4.037, 5.198], [0.922, 3.423, 4.894], [1.826, 1.920, 3.460], [2.636, 0.337, 3.040], [2.825, -0.641, 1.613], [0.893, -1.322, 3.877], [2.537, -1.952, 3.774], [1.018, -3.626, 2.868], [2.119, -3.012, 1.656], [-0.879, -3.766, 3.288], [-2.609, -5.229, 3.443], [-4.070, -6.005, 1.768], [-4.104, -5.312, -0.470], [-2.915, -3.697, -1.511], [-1.696, -2.790, -2.584], [-0.525, -1.525, -2.650], [-2.917, -1.040, -3.483], [-2.074, 0.197, -2.604], [1.769, -1.131, -0.618], [3.035, -1.533, -0.751], [4.087, -0.645, -0.526], [5.398, -1.081, -0.604], [5.679, -2.407, -0.912], [4.635, -3.286, -1.146], [3.307, -2.869, -1.074], [2.216, -3.826, -1.312], [1.148, -3.663, -2.057], [0.450, -4.843, -1.973], [1.098, -5.729, -1.165], [2.237, -5.075, -0.761], [3.843, 0.377, -0.266], [6.204, -0.382, -0.422], [6.703, -2.750, -0.982], [4.848, -4.312, -1.423], [-0.480, -4.988, -2.499], [0.866, -6.733, -0.854], [2.928, -5.417, -0.117], [1.444, 0.690, -3.137], [0.332, 1.399, -1.643], [-1.069, 2.400, -2.676], [-2.089, 3.160, -2.098], [-3.071, 3.778, -2.861], [-3.068, 3.648, -4.243], [-2.069, 2.895, -4.843], [-1.090, 2.285, -4.069], [1.540, 2.804, -0.884], [2.835, 2.900, -1.329], [3.742, 3.854, -0.811], [3.340, 4.743, 0.142], [2.004, 4.718, 0.612], [1.534, 5.670, 1.553], [0.231, 5.671, 1.962], [-0.660, 4.690, 1.476], [-0.219, 3.742, 0.599], [1.112, 3.737, 0.110], [1.741, 1.481, -3.829], [0.891, -0.067, -3.698], [2.342, 0.207, -2.754], [-2.141, 3.288, -1.023], [-3.840, 4.364, -2.371], [-3.832, 4.127, -4.842], [-2.048, 2.780, -5.920], [-0.332, 1.703, -4.578], [3.192, 2.241, -2.111], [4.757, 3.882, -1.191], [4.022, 5.490, 0.533], [2.229, 6.416, 1.924], [-0.120, 6.418, 2.664], [-1.688, 4.679, 1.815], [-0.891, 2.962, 0.260]]}